(1)
Here is a 2-piece molecular cluster, C3H10OS overall in a non-equilibrium geometry from the OMol25 dataset. Energies are from wB97M-V/def2-TZVPD.

Output
Relative energy (zero: lowest compared OMol25 entry of this formula, charge and spin): 33.59 kcal/mol
DFT total energy: -593.6636 a.u.
HOMO level: -0.3262 Eh
Spin multiplicity: 1
SMILES: CCS.CO
Frontier orbital gap: 0.35826 Eh
F_max: 6.3 eV/A

Last column: natural (NBO) charge in e.
Atoms and positions in Å:
C (-0.8269, 0.9107, 2.0444)  -0.25
O (0.2356, 1.7173, 2.5653)  -0.72
H (-1.0397, -0.0154, 2.6173)  0.16
H (-1.7309, 1.4571, 2.0267)  0.16
H (-0.5695, 0.7556, 1.0635)  0.17
H (0.5276, 1.1916, 3.3685)  0.47
C (0.3063, -1.6569, -2.0086)  -0.63
C (0.1062, -0.3517, -1.3313)  -0.45
S (1.6609, 0.4522, -0.6574)  -0.08
H (0.8392, -2.4725, -1.4697)  0.22
H (0.7693, -1.5460, -2.9826)  0.21
H (-0.6779, -2.0001, -2.2095)  0.21
H (-0.2315, 0.3803, -1.8851)  0.20
H (-0.5049, -0.4597, -0.3968)  0.20
H (1.1361, 1.6375, -0.7448)  0.11



(2)
Here is C28H36As2MnSi as an isolated structure in a non-equilibrium geometry from the OMol25 dataset. Energies are from wB97M-V/def2-TZVPD.

Output
Relative energy (zero: lowest compared OMol25 entry of this formula, charge and spin): 0.00 kcal/mol
DFT total energy: -6999.8531 a.u.
HOMO level (spin up / spin down): -0.4924 / -0.4920 Eh
Spin multiplicity: 4
Frontier orbital gap (spin up / spin down): 0.23162 / 0.19848 Eh
Net charge: +2
<S²>: 3.879
F_max: 4.2 eV/A

Last column: natural (NBO) charge in e.
Atoms and positions in Å:
C (0.7651, 2.2478, 2.4126)  -0.25
C (1.1866, 2.3815, 1.0317)  -0.27
C (-0.0096, 2.4620, 0.2086)  -0.31
H (2.2094, 2.4691, 0.6859)  0.28
C (-1.1599, 2.3410, 1.0831)  -0.26
C (-0.6762, 2.2111, 2.4451)  -0.26
H (-1.2876, 2.2047, 3.3404)  0.28
H (1.4094, 2.2911, 3.2797)  0.28
H (-0.0464, 2.6673, -0.8483)  0.29
H (-2.1955, 2.4385, 0.7816)  0.28
Mn (0.0460, 0.5924, 1.1903)  0.60
C (0.2220, -0.6926, -0.4604)  -0.76
H (-0.7528, -0.2831, -0.7675)  0.23
H (0.2312, -1.7578, -0.2477)  0.26
H (1.2041, -0.2747, -0.6962)  0.24
Si (0.3441, 0.2689, -2.8269)  1.21
C (1.7363, -0.1601, -4.0026)  -0.52
C (2.7127, 0.8187, -4.2607)  -0.20
H (2.6417, 1.7887, -3.7624)  0.21
C (3.7597, 0.5579, -5.1549)  -0.20
H (4.5002, 1.3269, -5.3543)  0.23
C (3.8526, -0.6939, -5.7825)  -0.19
H (4.6646, -0.8921, -6.4781)  0.23
C (2.9003, -1.6838, -5.5069)  -0.21
H (2.9787, -2.6611, -5.9789)  0.23
C (1.8431, -1.4186, -4.6168)  -0.15
H (1.1038, -2.1917, -4.4060)  0.21
C (-1.0725, 0.8404, -3.9028)  -0.42
C (-0.9240, 1.0098, -5.2969)  -0.21
H (-0.0473, 0.6030, -5.8020)  0.23
C (-1.8838, 1.7212, -6.0315)  -0.18
H (-1.7264, 1.8785, -7.1057)  0.24
C (-3.0176, 2.2281, -5.4013)  -0.18
H (-3.7426, 2.8249, -5.9727)  0.24
C (-3.2331, 1.9696, -4.0438)  -0.21
H (-4.1416, 2.3326, -3.5606)  0.22
C (-2.2783, 1.2533, -3.3022)  -0.24
H (-2.4685, 1.0298, -2.2501)  0.17
H (0.8343, 1.4063, -2.0982)  -0.20
H (0.0371, -1.1730, -2.1974)  -0.06
C (2.9607, 0.0614, 3.5674)  -0.92
As (1.3988, -0.6879, 2.6605)  1.06
C (1.9544, -2.5200, 2.2565)  -0.91
C (0.2428, -1.0387, 4.2653)  -0.34
C (0.7435, -1.2947, 5.5430)  -0.15
C (-0.1634, -1.5020, 6.5989)  -0.18
C (-1.5379, -1.4617, 6.3716)  -0.16
C (-2.0459, -1.2043, 5.0821)  -0.20
C (-1.1359, -1.0045, 4.0366)  -0.33
As (-1.7178, -0.6129, 2.1646)  1.08
C (-3.4506, 0.2133, 2.4882)  -0.92
C (-2.2043, -2.4096, 1.5525)  -0.91
H (3.5647, 0.5634, 2.8031)  0.25
H (3.5261, -0.7570, 4.0285)  0.26
H (2.6272, 0.7792, 4.3236)  0.25
H (2.0601, -3.0599, 3.2045)  0.26
H (1.2042, -2.9970, 1.6202)  0.24
H (2.9171, -2.4532, 1.7382)  0.26
H (1.8175, -1.3202, 5.7220)  0.22
H (0.2219, -1.7065, 7.5986)  0.25
H (-2.2369, -1.6159, 7.1932)  0.25
H (-3.1129, -1.1690, 4.8983)  0.23
H (-3.3508, 0.9646, 3.2759)  0.25
H (-3.7645, 0.6802, 1.5496)  0.25
H (-4.1515, -0.5761, 2.7813)  0.26
H (-1.5153, -3.1382, 1.9937)  0.26
H (-3.2342, -2.5953, 1.8798)  0.26
H (-2.1366, -2.4206, 0.4598)  0.24



(3)
Here is one molecule with the formula C4H6N4 in a non-equilibrium geometry from the OMol25 dataset. Energies are from wB97M-V/def2-TZVPD.

Output
Relative energy (zero: lowest compared OMol25 entry of this formula, charge and spin): 90.86 kcal/mol
DFT total energy: -374.9166 a.u.
HOMO level: -0.3289 Eh
Spin multiplicity: 1
SMILES: C=Cc1cnnn1N
Frontier orbital gap: 0.34055 Eh
F_max: 4.2 eV/A

Last column: natural (NBO) charge in e.
Atoms and positions in Å:
C (-0.3335, -1.5021, -0.1131)  -0.07
C (0.3213, -0.2684, -0.0547)  0.00
C (1.6640, 0.3368, -0.0771)  -0.24
C (2.8331, -0.3650, 0.1125)  -0.35
H (0.1931, 2.3303, -0.6316)  0.37
H (-0.4870, 2.2190, 1.0273)  0.37
H (0.1826, -2.4049, -0.4285)  0.22
H (1.7587, 1.3758, -0.3017)  0.20
H (3.8545, 0.1118, 0.2429)  0.21
H (2.8715, -1.4158, 0.3313)  0.20
N (-0.7027, 2.0082, -0.0807)  -0.62
N (-0.7907, 0.5716, -0.0347)  0.02
N (-1.8958, -0.0140, 0.1520)  -0.05
N (-1.6511, -1.3407, 0.0425)  -0.26



(4)
Here is C61H78BBrIN2O3 as an isolated structure in a non-equilibrium geometry from the OMol25 dataset. Energies are from wB97M-V/def2-TZVPD.

Output
Relative energy (zero: lowest compared OMol25 entry of this formula, charge and spin): 121.48 kcal/mol
DFT total energy: -5602.4027 a.u.
HOMO level: -0.3820 Eh
Spin multiplicity: 1
Frontier orbital gap: 0.19055 Eh
Net charge: +1
F_max: 4.4 eV/A

Last column: Mulliken charge in e.
Atoms and positions in Å:
C (-3.3767, -1.8216, 2.7632)  -0.81
C (-2.7789, -3.2903, 2.9702)  -0.75
C (-1.2684, -3.4708, 2.3892)  -0.21
C (-1.1283, -3.1816, 0.8160)  -1.36
C (-0.3300, -4.1868, -0.1534)  2.27
C (-1.2294, -5.5128, 0.1106)  -2.09
C (-0.6109, -3.7437, -1.7179)  -0.92
Br (-2.4439, -2.9221, -2.0449)  0.01
C (-0.7649, -5.0117, -2.7478)  -0.44
C (-2.2764, -5.4350, -3.0592)  -0.38
O (-2.9927, -6.2154, -2.3918)  -0.49
C (0.3413, -2.5905, -2.3071)  1.95
C (0.3168, -1.1780, -1.4918)  -1.48
C (0.0619, -2.1663, -3.8376)  -0.29
C (-0.3577, -0.6630, -4.1163)  0.16
C (0.7986, 0.3026, -4.5735)  -0.75
C (0.5974, 1.7879, -4.9376)  -0.74
C (-0.8312, 2.3811, -4.8108)  -0.68
C (-2.0217, 1.4581, -4.3627)  0.62
C (-3.4562, 2.1765, -4.2860)  -0.84
C (-1.7618, -0.0357, -4.0363)  -0.13
C (1.8643, -3.0765, -2.0985)  -1.82
C (2.0178, -4.3207, -1.1269)  0.52
B (3.6091, -4.6174, -1.0258)  0.18
O (4.2344, -5.8020, -1.6272)  -0.45
O (4.5887, -3.7313, -0.4054)  0.13
C (5.4575, -4.4895, 0.4979)  -0.85
N (1.1655, -4.3709, 0.1163)  -0.56
I (1.6185, -6.4404, 0.5523)  0.41
C (1.7433, -3.9151, 1.4031)  -0.68
C (1.8575, -2.4215, 1.8746)  -0.64
C (3.2558, -1.6545, 1.5834)  -0.62
N (3.2822, -0.8931, 0.3036)  -0.19
H (-4.4124, -1.8172, 3.2765)  0.35
H (-3.4579, -1.5886, 1.6509)  0.28
H (-2.7383, -1.0780, 3.3565)  0.11
H (-3.4108, -4.1256, 2.4754)  0.32
H (-2.7060, -3.6033, 4.0808)  0.30
H (-0.9204, -4.4845, 2.7624)  0.38
H (-0.6475, -2.6781, 2.9633)  -0.21
H (-0.8715, -2.0789, 0.7248)  0.28
H (-2.2634, -3.2146, 0.5823)  0.77
H (-1.2487, -5.8703, 1.1915)  0.50
H (-2.3254, -5.2092, -0.1153)  0.36
H (-1.0641, -6.4185, -0.5344)  0.51
H (-0.2830, -4.8081, -3.7777)  0.52
H (-0.2238, -5.9542, -2.3936)  0.40
H (-2.7362, -5.0248, -4.0404)  0.35
H (-0.7176, -0.7193, -1.3981)  0.34
H (0.7676, -1.4651, -0.4630)  0.15
H (1.1144, -0.4408, -1.8886)  0.21
H (1.0201, -2.3452, -4.4641)  0.40
H (-0.7346, -2.8130, -4.3738)  0.20
H (1.8545, -0.1299, -4.6827)  0.23
H (1.4988, 2.4101, -5.2800)  0.39
H (-0.9553, 3.4830, -5.0791)  0.28
H (-3.6839, 2.6281, -3.2651)  0.18
H (-3.4048, 3.0537, -5.0386)  0.19
H (-4.2753, 1.4773, -4.6777)  0.37
H (-2.6532, -0.6766, -3.7515)  0.20
H (2.5434, -2.1875, -1.8033)  -0.04
H (2.2845, -3.4188, -3.1248)  0.50
H (1.6893, -5.2444, -1.7500)  0.28
H (4.5620, -5.5113, -2.5184)  0.32
H (6.4905, -4.5315, -0.0145)  0.31
H (5.0550, -5.5191, 0.7776)  0.30
H (5.6391, -3.9376, 1.4991)  0.28
H (2.7815, -4.3692, 1.6609)  0.58
H (1.1543, -4.4881, 2.2265)  0.73
H (1.8380, -2.4632, 3.0373)  0.43
H (1.0283, -1.6868, 1.6284)  0.25
H (3.3335, -0.8613, 2.4267)  0.55
H (4.1760, -2.3291, 1.7505)  -0.18
H (4.2157, -0.9509, -0.1264)  -0.03
H (3.1228, 0.1203, 0.4664)  0.29
C (-3.8712, 5.1069, 1.1047)  -0.42
C (-2.7401, 4.6310, 0.4489)  -0.46
C (-2.6892, 4.6318, -0.9416)  -0.48
C (-3.7667, 5.1181, -1.6767)  -0.19
C (-4.8965, 5.5976, -1.0206)  -0.42
C (-4.9507, 5.5881, 0.3697)  -0.44
H (-3.9118, 5.1031, 2.1889)  0.37
H (-1.8974, 4.2583, 1.0223)  0.40
H (-1.8095, 4.2544, -1.4530)  0.47
H (-3.7252, 5.1234, -2.7612)  0.41
H (-5.7358, 5.9783, -1.5938)  0.39
H (-5.8335, 5.9568, 0.8807)  0.37
C (-6.7422, 7.2840, -5.0498)  -0.45
C (-5.7876, 6.2750, -4.9702)  -0.34
C (-4.5282, 6.4618, -5.5315)  -0.03
C (-4.2199, 7.6623, -6.1643)  -0.61
C (-5.1734, 8.6727, -6.2406)  -0.32
C (-6.4358, 8.4824, -5.6874)  -0.44
H (-7.7253, 7.1368, -4.6150)  0.37
H (-6.0258, 5.3411, -4.4706)  0.46
H (-3.7860, 5.6721, -5.4751)  0.30
H (-3.2365, 7.8100, -6.5978)  0.36
H (-4.9324, 9.6093, -6.7326)  0.36
H (-7.1806, 9.2683, -5.7519)  0.36
C (4.5934, 3.2631, -1.9894)  -0.44
C (3.2332, 3.3835, -2.2575)  -0.18
C (2.7230, 4.5827, -2.7464)  -0.50
C (3.5754, 5.6585, -2.9764)  -0.43
C (4.9361, 5.5366, -2.7118)  -0.43
C (5.4448, 4.3408, -2.2144)  -0.46
H (4.9907, 2.3292, -1.6050)  0.45
H (2.5695, 2.5420, -2.0845)  0.45
H (1.6614, 4.6785, -2.9490)  0.42
H (3.1788, 6.5917, -3.3619)  0.37
H (5.6007, 6.3750, -2.8927)  0.36
H (6.5047, 4.2481, -2.0032)  0.39
C (6.9806, -1.5428, -1.3740)  0.27
C (7.7896, -1.3648, -0.2557)  -0.37
C (9.0632, -0.8225, -0.3966)  -0.50
C (9.5244, -0.4490, -1.6555)  -0.47
C (8.7141, -0.6235, -2.7733)  -0.43
C (7.4441, -1.1742, -2.6338)  -0.71
H (5.9886, -1.9690, -1.2640)  0.34
H (7.4272, -1.6499, 0.7271)  0.34
H (9.6961, -0.6900, 0.4742)  0.37
H (10.5154, -0.0217, -1.7649)  0.39
H (9.0735, -0.3306, -3.7543)  0.38
H (6.8148, -1.3151, -3.5062)  0.37
C (0.3944, 1.7091, 5.4150)  -0.57
C (-0.3891, 0.5622, 5.3296)  -0.07
C (-1.5257, 0.4339, 6.1222)  -0.47
C (-1.8846, 1.4580, 6.9941)  -0.39
C (-1.1031, 2.6063, 7.0766)  -0.53
C (0.0387, 2.7304, 6.2906)  -0.39
H (1.2825, 1.8073, 4.7993)  0.37
H (-0.1128, -0.2337, 4.6444)  0.39
H (-2.1326, -0.4635, 6.0602)  0.47
H (-2.7733, 1.3605, 7.6087)  0.43
H (-1.3838, 3.4053, 7.7549)  0.38
H (0.6504, 3.6234, 6.3594)  0.38
C (-4.4456, -1.1454, 10.4454)  -0.42
C (-3.1094, -0.9755, 10.0960)  -0.40
C (-2.5890, -1.6399, 8.9899)  -0.48
C (-3.4080, -2.4671, 8.2267)  -0.27
C (-4.7451, -2.6341, 8.5740)  -0.47
C (-5.2631, -1.9769, 9.6855)  -0.33
H (-4.8502, -0.6300, 11.3099)  0.37
H (-2.4728, -0.3252, 10.6870)  0.39
H (-1.5456, -1.5124, 8.7215)  0.44
H (-3.0034, -2.9816, 7.3610)  0.45
H (-5.3839, -3.2778, 7.9780)  0.36
H (-6.3039, -2.1115, 9.9592)  0.36



(5)
Here is a 8-piece molecular cluster, C5H25NO7 overall in a non-equilibrium geometry from the OMol25 dataset. Energies are from wB97M-V/def2-TZVPD.

Output
Relative energy (zero: lowest compared OMol25 entry of this formula, charge and spin): 7.29 kcal/mol
DFT total energy: -786.9216 a.u.
HOMO level: -0.3169 Eh
Spin multiplicity: 1
SMILES: CN1CCCC1.O.O.O.O.O.O.O
Frontier orbital gap: 0.32808 Eh
F_max: 1.5 eV/A

Last column: natural (NBO) charge in e.
Atoms and positions in Å:
C (1.0130, 0.8240, 0.0526)  -0.22
N (-0.2586, 1.5960, -0.1056)  -0.46
C (-1.0560, 0.9391, -1.1601)  -0.42
C (0.1884, 2.9303, -0.5445)  -0.23
C (1.7225, 2.9339, -0.7456)  -0.42
C (2.0442, 1.4372, -0.8698)  -0.43
H (1.3604, 0.8737, 1.0866)  0.19
H (0.7439, -0.2088, -0.1444)  0.20
H (-1.7484, 1.6663, -1.5750)  0.20
H (-0.4595, 0.5336, -1.9888)  0.18
H (-1.5742, 0.0764, -0.7369)  0.20
H (-0.2259, 3.1526, -1.5349)  0.18
H (-0.1840, 3.7717, 0.0358)  0.19
H (1.9583, 3.4959, -1.6462)  0.21
H (2.1816, 3.4181, 0.1229)  0.20
H (3.0601, 1.0936, -0.6654)  0.23
H (1.9129, 1.2149, -1.9257)  0.21
H (0.7284, -2.1301, -3.2066)  0.49
H (-0.2984, -3.2649, -3.0925)  0.47
O (-0.1811, -2.3781, -3.4500)  -0.96
H (-1.6639, -0.1673, 4.2112)  0.47
H (-1.4160, 0.6435, 2.9095)  0.51
O (-1.8956, -0.1258, 3.2795)  -0.99
H (-0.9087, -2.4965, 1.8514)  0.51
H (0.1479, -1.6673, 2.7596)  0.50
O (-0.0248, -2.1204, 1.9301)  -0.99
H (3.4508, -2.1675, -1.8726)  0.47
H (2.1332, -2.1439, -1.1585)  0.50
O (2.6158, -1.6823, -1.8794)  -0.98
H (-2.6127, -1.1264, 1.2392)  0.49
H (-3.7023, -2.0378, 0.5994)  0.48
O (-2.7629, -1.9784, 0.8104)  -0.97
H (-1.4556, 2.6760, 1.8001)  0.50
H (-1.1781, 3.0289, 3.2899)  0.47
O (-0.8975, 2.4704, 2.5581)  -0.95
H (0.4386, -2.8533, 0.2916)  0.50
H (-0.0602, -2.0502, -0.8388)  0.48
O (0.4332, -2.8704, -0.6886)  -0.97



(6)
Here is one molecule with the formula C4H10N2O in a non-equilibrium geometry from the OMol25 dataset. Energies are from wB97M-V/def2-TZVPD.

Output
Relative energy (zero: lowest compared OMol25 entry of this formula, charge and spin): 80.81 kcal/mol
DFT total energy: -343.0727 a.u.
HOMO level: -0.3261 Eh
Spin multiplicity: 1
SMILES: NC[C@H](N)CC=O
Frontier orbital gap: 0.35524 Eh
F_max: 5.4 eV/A

Last column: natural (NBO) charge in e.
Atoms and positions in Å:
N (-1.1425, -1.1916, 0.2995)  -0.82
C (-0.1977, -0.1706, -0.0816)  -0.08
C (1.3259, -0.4257, 0.3762)  -0.52
C (2.1865, -0.9470, -0.6602)  0.43
O (1.8042, -1.3665, -1.7608)  -0.54
C (-0.7078, 1.1667, 0.3414)  -0.21
N (-1.9533, 1.7198, -0.2265)  -0.86
H (-0.4327, -1.9346, 0.4977)  0.35
H (-1.5589, -1.7961, -0.6361)  0.36
H (-0.0794, -0.1558, -1.2216)  0.22
H (2.0015, 0.3268, 0.9067)  0.24
H (1.3444, -1.3638, 1.0023)  0.24
H (3.2440, -0.8079, -0.3845)  0.12
H (0.0283, 1.9361, 0.0524)  0.18
H (-0.7962, 1.3173, 1.4467)  0.17
H (-2.8480, 1.1426, -0.3244)  0.37
H (-2.2183, 2.5502, 0.3726)  0.36